No. 1
ORCA calculation (the ωB97M-V functional and the def2-TZVPD basis) on an isolated molecule of C2H5N3OS.

Summary:
- Kohn-Sham gap (Ha) = 0.335
- structure (SMILES) = N/N=C(/N)C(=O)S
- relative energy (zero: lowest compared OMol25 entry of this formula, charge and spin) (eV) = 1.945

ORCA input file:
```
! RIJCOSX wB97M-V def2-TZVPD def2/J DEFGRID3
* xyz 0 1
H -1.156 -2.250 0.017
N -1.645 -1.449 -0.405
S 1.841 0.436 -0.253
C 0.500 -0.666 0.123
C -0.967 -0.281 -0.106
H -0.542 1.930 1.241
H -2.613 -1.349 -0.172
H -1.483 2.784 0.219
H 1.090 1.559 -0.449
N -0.822 2.024 0.273
N -1.563 0.845 -0.079
O 0.785 -1.738 0.570
*
```

***

No. 2
ORCA calculation (the ωB97M-V functional and the def2-TZVPD basis) on an isolated molecule of C2H5N3OS2.

Summary:
- Kohn-Sham gap (Ha) = 0.311
- structure (SMILES) = N/C(=N\S)C(=S)NO
- relative energy (zero: lowest compared OMol25 entry of this formula, charge and spin) (eV) = 3.114

ORCA input file:
```
! RIJCOSX wB97M-V def2-TZVPD def2/J DEFGRID3
* xyz 0 1
C -0.860 0.068 -1.072
N -1.420 -1.089 -0.769
H 1.443 1.957 0.314
H -0.275 -1.851 0.556
N 0.933 1.575 -0.444
S 2.104 -0.210 1.862
H 0.648 2.228 -1.263
S -1.541 1.245 -2.028
H -2.388 -1.188 -1.104
C 0.410 0.353 -0.206
O -1.335 -2.055 0.274
N 0.810 -0.486 0.692
H 1.472 -0.548 3.188
*
```

***

- Which of these has the highest Kohn-Sham gap?
  C2H5N3OS

***

- Among the records above, which one has the lowest Kohn-Sham gap?
  C2H5N3OS2

***

- What is the formula in the first record?
  C2H5N3OS